Record 1
ORCA calculation (ωB97M-V/def2-TZVPD) on a molecular structure, C22H34GaNOP3.

```
62
Properties=species:S:1:pos:R:3:forces:R:3
C 4.607329 0.502085 0.448489 0.1 -0.1 -0.2
C 3.245702 0.649787 0.692093 -0.8 0.2 -0.6
C 2.434655 1.376813 -0.235221 0.3 -0.2 -0.4
C 3.052120 1.909573 -1.391901 0.4 -0.3 0.3
C 4.407845 1.693741 -1.628529 -0.1 0.1 0.4
C 5.200617 1.011413 -0.711109 -0.1 -0.2 0.2
C 2.276840 2.794767 -2.328866 0.4 0.4 0.3
C 0.967987 3.236682 -1.755013 -0.3 0.4 0.3
C 0.462965 2.640937 -0.575886 -0.1 0.3 -0.5
C -0.687287 3.233539 0.027606 0.5 -0.7 -0.5
C -1.291741 4.325348 -0.581307 -0.3 0.1 -0.3
C -0.818803 4.858837 -1.783521 -0.2 0.1 0.1
C 0.319157 4.310069 -2.358656 0.0 -0.1 0.5
H 5.210481 -0.028362 1.186194 0.0 0.1 -0.2
H 4.853043 2.106086 -2.533550 -0.1 -0.1 0.2
H 6.263468 0.862001 -0.902191 -0.3 0.1 0.1
H 2.900037 3.695045 -2.473314 -0.3 -0.2 -0.1
H -2.178742 4.748187 -0.112855 0.1 0.1 -0.1
H -1.313380 5.708149 -2.256255 0.1 -0.2 0.2
H 0.749394 4.737046 -3.265002 -0.2 -0.1 0.2
N 1.073161 1.527991 -0.017138 -0.6 -0.7 1.3
Ga -0.249217 -0.452208 0.044382 1.0 1.2 -1.2
C 2.592827 0.000917 1.900785 0.1 0.1 0.1
H 2.046141 0.724792 2.528987 0.1 -0.2 -0.3
H 3.371819 -0.467946 2.511165 -0.1 0.0 0.1
C -1.258186 2.642590 1.300576 0.1 0.2 0.0
H -0.516700 2.631625 2.113494 -0.1 -0.1 -0.2
H -2.109706 3.249628 1.624243 0.0 -0.1 0.1
P 1.429926 -1.329644 1.380743 0.2 0.3 0.0
P -1.853543 0.944002 1.014554 0.2 -0.1 -0.4
C -3.232876 1.102255 -0.159237 -0.3 -0.1 0.1
H -3.553148 0.103121 -0.482785 0.0 0.3 0.2
H -4.078320 1.636344 0.295256 0.2 -0.1 -0.1
H -2.896999 1.659934 -1.042181 0.1 -0.1 0.3
C -2.430576 0.193956 2.560857 -0.4 0.1 0.2
H -3.311371 0.730109 2.945471 0.3 -0.2 0.0
H -2.684798 -0.857847 2.362888 0.1 0.4 0.1
H -1.627220 0.226443 3.311853 -0.3 0.1 -0.3
C 2.479899 -2.514396 0.465976 -0.2 -0.2 0.2
H 3.256470 -2.929119 1.128374 -0.3 0.1 -0.2
H 1.846996 -3.329125 0.077113 0.3 0.3 0.1
H 2.969285 -1.987585 -0.369820 -0.3 -0.1 0.3
C 0.632719 -2.144575 2.801078 0.5 -0.3 0.2
H -0.100070 -2.875851 2.421393 0.3 0.3 0.1
H 1.390271 -2.661956 3.408488 -0.3 0.1 0.0
H 0.114031 -1.392772 3.418195 0.2 -0.3 -0.3
H 2.135219 2.381602 -3.318329 0.0 -0.4 -0.3
H 0.076097 -0.745576 -1.471793 -0.4 0.0 0.1
C -3.781415 -3.807933 0.435882 -0.2 -0.2 0.0
P -2.359372 -3.233480 -0.496831 0.7 1.2 0.6
C -1.189851 -4.586298 -0.703836 -0.1 -0.2 -0.1
C -2.936194 -2.679979 -2.116085 0.0 -0.2 -0.2
O -1.688099 -2.103328 0.309297 -0.4 -0.5 -0.5
H -4.480427 -2.973413 0.570141 0.2 -0.1 -0.1
H -3.436056 -4.122208 1.427601 -0.1 0.0 -0.2
H -4.306924 -4.642393 -0.048364 0.2 0.2 0.1
H -1.624830 -5.420925 -1.269122 0.1 0.2 0.1
H -0.295758 -4.230677 -1.232125 -0.3 0.0 0.1
H -0.890522 -4.942981 0.290163 -0.1 0.1 -0.2
H -3.652547 -1.853335 -2.007730 0.2 -0.2 0.1
H -2.095170 -2.336425 -2.731988 -0.1 -0.1 0.2
H -3.436660 -3.505076 -2.642797 0.1 0.2 0.2
```
Positions in Å, forces in eV/Å.

For the HOMO energy, the calculation gives -0.320 Eh. Its relative energy (zero: lowest compared OMol25 entry of this formula, charge and spin) is 0.0 kJ/mol. The net charge is +1.

Record 2
ORCA calculation (ωB97M-V/def2-TZVPD) on a molecular structure, C22H34N2O6P2Sn.

```
67
Properties=species:S:1:pos:R:3:forces:R:3
P 4.463892 -4.985893 -0.097754 0.5 -0.2 0.1
P 1.726050 -6.454946 0.290516 -0.1 -0.5 0.0
C 4.523471 -6.789264 0.399988 0.0 0.3 0.0
C 3.237662 -7.523027 0.011322 -0.3 0.2 0.0
H 4.681130 -6.810459 1.489274 -0.1 -0.1 -0.3
H 5.398357 -7.241790 -0.087748 -0.1 0.0 0.3
H 3.240415 -7.794872 -1.055499 0.1 0.1 0.3
H 3.112980 -8.440050 0.604225 0.1 0.1 -0.3
C 1.310419 -7.053028 1.982964 -0.1 0.1 0.0
H 0.306999 -6.688463 2.237376 0.2 -0.1 0.1
H 2.030407 -6.638056 2.699515 -0.2 -0.1 -0.1
H 1.331331 -8.150965 2.021896 0.0 0.2 0.1
C 0.526802 -7.459964 -0.667204 -0.1 0.0 0.0
H 0.556404 -8.515782 -0.366485 -0.1 0.2 -0.2
H 0.771362 -7.364600 -1.732415 -0.2 -0.1 0.2
H -0.474896 -7.047435 -0.494215 0.1 -0.2 -0.1
C 5.902599 -4.405472 0.880372 0.1 0.0 0.0
H 6.111973 -3.367951 0.591552 0.1 -0.2 0.2
H 6.787083 -5.031794 0.702184 -0.1 0.2 0.1
H 5.629753 -4.431649 1.942630 0.2 0.1 -0.2
C 5.290400 -5.158188 -1.735122 -0.1 0.1 0.0
H 4.593900 -5.622855 -2.443942 0.2 0.1 0.0
H 6.200465 -5.767657 -1.647211 -0.2 0.2 -0.1
H 5.545790 -4.154015 -2.096275 0.0 -0.3 -0.1
Sn -0.468403 0.332102 0.453400 -0.4 1.6 1.5
C -0.556165 -1.993531 -0.501777 -0.1 -0.7 1.0
C -0.387900 -2.017297 0.893984 -1.0 -1.1 -1.3
C 0.834645 -2.580727 1.593166 0.1 0.1 0.6
C 1.992710 -1.579854 1.843459 0.3 -0.3 0.5
C 2.341256 -0.663946 0.709190 0.3 0.1 -0.5
C 2.222040 -0.952006 -0.600955 0.2 0.4 0.4
C 1.928598 -2.306275 -1.159000 -0.2 -0.7 -0.3
C 0.431073 -2.571758 -1.465280 0.4 0.1 -0.7
C 0.597910 2.047267 -0.307351 0.1 -0.1 -0.9
H -1.565547 -1.830710 -0.907995 0.3 0.1 0.4
H -1.284946 -1.938743 1.533371 0.6 0.0 -0.6
H 1.216693 -3.487758 1.093957 -0.4 0.4 -0.1
H 0.494088 -2.905824 2.590506 0.1 0.0 -0.3
H 1.743739 -0.964972 2.725182 0.1 -0.2 -0.4
H 2.883936 -2.167080 2.137298 -0.3 0.2 -0.1
H 2.808403 0.282677 1.008660 -0.5 -0.1 -0.2
H 2.409471 -0.168000 -1.346879 0.1 -0.2 0.4
H 2.330173 -3.110828 -0.517858 -0.1 0.5 -0.3
H 2.462796 -2.384075 -2.121193 -0.1 -0.1 0.4
H 0.215714 -2.169822 -2.468264 0.0 -0.1 0.3
H 0.280784 -3.665118 -1.537095 0.0 0.3 0.0
H 0.065345 2.485178 -1.155622 0.3 0.0 0.0
H 1.617811 1.773825 -0.575060 0.0 0.3 -0.1
H 0.599199 2.756620 0.528444 0.0 -0.2 -0.1
O -3.996755 0.660575 0.550950 0.8 1.1 -0.6
C -3.194250 1.311203 -0.104761 0.2 -1.1 -0.1
O -2.166849 0.787393 -0.793609 -0.7 0.4 0.8
C -3.225084 2.839821 -0.167935 0.3 0.9 0.3
C -2.535523 3.532656 -1.181118 -0.1 0.2 0.2
C -2.442555 4.940139 -1.161060 -1.0 -1.3 1.5
C -3.031055 5.679588 -0.121955 0.1 -0.1 -0.2
C -3.692823 4.994443 0.906393 0.7 -1.5 -1.5
C -3.787785 3.577382 0.889434 -0.1 0.6 -0.2
N -4.286636 5.762353 1.973196 -1.2 1.8 2.2
O -4.213086 7.011126 1.901059 -0.1 -2.4 0.0
O -4.845717 5.171809 2.920456 1.2 0.8 -2.0
N -1.664701 5.581123 -2.186568 1.7 1.1 -2.3
O -1.045924 4.836557 -2.982434 -1.2 1.4 1.5
O -1.625446 6.825296 -2.252236 -0.3 -2.3 0.5
H -2.041953 2.972661 -1.973534 -0.2 0.2 0.2
H -2.968773 6.764700 -0.112480 0.0 -0.3 0.0
H -4.315640 3.061195 1.687481 0.1 0.1 -0.1
```
Positions in Å, forces in eV/Å.

For the HOMO energy, the calculation gives -0.262 Eh. Its relative energy (zero: lowest compared OMol25 entry of this formula, charge and spin) is 39.7 kJ/mol.

Record 3
ORCA calculation (ωB97M-V/def2-TZVPD) on 2 unconnected molecules or ions with the total composition C22H34N2O6S2.

```
66
Properties=species:S:1:pos:R:3:forces:R:3
C -2.721778 2.732603 3.296023 2.0 -1.5 -1.5
C -1.596553 2.042093 2.559829 -2.4 1.3 1.9
C -1.629679 0.375588 2.413761 -1.3 1.1 -0.2
C -0.576972 -0.444657 3.366403 0.8 0.7 0.9
C 0.996510 -0.020284 3.197572 0.0 0.0 0.2
C 1.865451 -0.736033 4.416841 -2.1 0.0 1.1
S 3.511829 -1.461807 3.833105 -0.6 -1.1 1.0
C 3.673843 -3.206128 4.597319 -0.6 -1.2 0.9
S 4.805150 -3.561140 5.826999 -2.6 0.6 -2.9
N 2.672851 -4.233328 4.027570 -0.6 0.1 -0.8
C 2.264074 -5.552309 4.644454 -3.1 -0.2 -4.1
C 1.148033 -6.153311 3.601599 4.0 4.7 1.2
N 1.022163 -5.167391 2.443401 3.9 1.9 4.2
C 1.956494 -3.983810 2.712491 -2.6 -5.6 1.8
O -2.925586 0.093280 3.116854 -2.3 -2.0 -2.6
C -4.018452 -0.276787 2.163406 -1.5 -0.5 0.4
O -5.251028 -0.717970 2.430551 8.7 3.3 -1.9
O -3.390011 0.034020 0.868390 -2.1 -1.0 2.5
C -1.897719 -0.128252 0.865092 -1.8 -0.8 0.6
C -1.785489 -1.770116 0.648618 0.4 0.1 -1.2
C -0.478258 -2.242960 -0.219917 -0.2 -1.8 -0.2
C -0.719332 -2.114549 -1.869919 -0.4 0.2 0.9
C -1.486981 0.854444 -0.388218 -0.2 -0.1 0.7
C 0.113598 1.181665 -0.514480 -0.3 0.7 -1.7
C 0.221039 2.808905 -0.886317 -1.0 0.0 0.6
O 1.476209 3.125166 -1.587027 -1.5 0.4 -2.9
C 1.278987 3.317295 -3.032149 1.7 -4.6 -4.0
C 0.661179 4.701469 -3.729724 0.7 -0.1 0.5
O 1.664194 2.319384 -3.875480 -2.3 6.2 5.7
H -3.863116 2.532893 3.034862 2.7 -0.5 1.4
H -2.530461 3.474402 4.200017 -0.2 -0.7 -2.9
H -0.759155 2.716943 2.099745 -1.0 -1.7 1.8
H -0.879219 -0.179964 4.491231 0.5 -0.5 -2.5
H -0.649280 -1.609494 3.282220 -0.2 2.3 -0.2
H 1.053614 1.169592 3.274983 0.1 -2.7 -0.3
H 1.449536 -0.414104 2.185392 -1.0 1.0 1.9
H 2.008735 0.031036 5.316665 0.0 -1.7 -2.1
H 1.180210 -1.603171 4.866116 1.7 1.7 -1.1
H 2.646900 -6.020387 5.659607 -0.7 1.6 -2.5
H 0.558792 -7.166504 3.732371 1.4 2.5 -0.5
H 2.031191 -3.089820 1.959128 0.1 -2.0 2.1
H -1.863607 -2.383229 1.642164 0.2 1.5 -1.7
H -2.743139 -2.062170 -0.001025 2.1 0.7 1.5
H 0.541529 -1.770146 0.122518 -2.1 -0.6 -0.7
H -0.363429 -3.415705 -0.032628 -0.2 2.6 -0.1
H 0.074556 -1.352712 -2.273336 -1.8 -1.6 0.4
H -1.838804 -1.724081 -2.002240 2.6 -0.7 0.0
H -0.651429 -3.169746 -2.408874 0.1 2.4 1.2
H -1.949785 0.373629 -1.362337 1.2 1.0 2.0
H -2.072283 1.873222 -0.216258 1.2 -2.2 -0.1
H 0.556370 0.633012 -1.477580 -0.9 1.1 2.3
H 0.741913 0.893346 0.430350 -1.3 0.7 -1.8
H -0.686578 3.157506 -1.574014 1.8 -1.0 1.5
H 0.178910 3.473471 0.100947 0.2 -1.4 -2.1
H -0.507197 4.630194 -3.780009 2.3 0.1 0.2
H 1.090986 4.752348 -4.837978 -1.0 -0.3 2.6
H 0.991559 5.671812 -3.123276 -0.8 -2.3 -1.2
C 0.143527 1.322783 -7.750812 -0.2 -0.2 -0.1
C 0.816177 2.674243 -7.874919 0.1 -0.2 0.2
O 0.986926 3.250873 -6.588581 0.2 0.1 0.0
H -0.830984 1.421492 -7.261561 0.1 0.0 -0.1
H 0.000433 0.866693 -8.734458 0.0 0.0 0.1
H 0.743248 0.646830 -7.132572 0.0 0.0 -0.1
H 0.203301 3.353337 -8.474922 0.1 0.0 0.2
H 1.796874 2.582187 -8.351563 -0.1 0.0 -0.2
H 1.539415 2.644307 -6.066418 -0.3 0.3 0.1
```
Positions in Å, forces in eV/Å.

For the HOMO energy, the calculation gives -0.322 Eh. The SMILES is C=C[C@@]1(CCCSC(=S)n2ccnc2)OC(=O)O[C@@]1(CCC)CCCOC(C)=O.CCO. Its relative energy (zero: lowest compared OMol25 entry of this formula, charge and spin) is 1773.2 kJ/mol.